No. 1
Below is a cluster of 7 separate species, C24H43NO23P in total, with properties calculated with ωB97M-V with the def2-TZVPD basis set.

XYZ file:
```
92
Properties=species:S:1:pos:R:3
O -8.13229 -2.99751 -3.26772
C -7.43198 -1.47701 -5.33242
H -0.02244 4.47661 -2.81369
H 1.37201 6.32650 0.84764
C -6.98865 -3.02265 -3.65000
H -1.04597 3.07752 -3.17789
O -0.16510 -4.81826 -2.76182
H -1.58593 -6.63702 -1.67193
H -5.51313 -5.12336 -1.67839
O 3.92609 5.67749 1.28177
H 0.75071 -3.63089 -0.56156
C 6.02240 7.12124 2.04972
C 1.87276 6.76216 -0.02025
H -2.77915 -5.44834 -1.12449
H 4.44515 2.18322 4.96686
C -2.36352 -4.43941 -4.21144
H -1.09173 3.77428 -1.54985
C 0.92714 -2.87222 -1.31980
H 6.75273 7.90415 2.25567
H 1.18342 -1.93621 -0.81927
H -3.52185 7.94683 -1.28783
H -2.67201 -5.26298 -3.56391
H 6.50077 6.35573 1.43423
O -2.05455 4.84781 -3.04718
H 4.28177 -2.83718 2.60367
C -0.68380 -3.72824 -2.76529
H -2.45299 8.64867 -2.55103
O -1.34800 6.42852 -1.57073
H -0.93335 0.37296 4.53488
C 5.07159 1.30319 5.13297
H 9.44485 3.26123 4.26502
C 1.65440 1.05872 2.20317
C 2.54292 -1.38390 1.65046
C 3.68272 -0.71015 0.82973
P 0.02648 -1.16560 3.30923
C 1.48575 -0.47447 2.33713
H -4.19173 8.47734 -2.83870
H 1.76099 -3.15778 -1.96651
H 1.16811 7.41995 -0.52930
O -5.99662 -3.76308 -3.12545
C 8.90563 3.20861 3.31687
O -5.08179 -8.33780 -0.03172
O 6.14046 1.27354 4.20300
H -6.78317 -7.41959 0.73782
C 6.98351 2.32069 4.28382
O 1.67645 -3.70685 1.18989
O -1.79008 -3.38130 -3.44196
H 4.46333 0.41198 4.96926
H -1.21603 -1.63321 1.60190
C 3.75206 0.82914 0.73748
O -0.25203 -2.64716 -2.09017
H -6.77232 -9.19049 0.73750
H -1.66081 -4.78780 -4.97169
C -0.98899 4.00839 -2.61242
C -4.24093 -7.29424 0.05808
H -8.23758 -2.07329 -5.76646
H 9.61992 2.97688 2.52619
H -5.78504 -8.32592 1.92656
O -0.27342 -0.32701 4.77442
O 0.10545 -2.66222 3.60249
O 6.89878 3.23834 5.06047
H -7.15477 -5.29273 -2.32072
H -7.83198 -0.73202 -4.64098
C -6.39101 -4.57239 -2.01886
H -6.91481 -0.95646 -6.13923
O 4.92895 7.71716 1.35232
C -3.32549 8.02003 -2.35981
H 2.18354 5.98233 -0.71973
C 2.54167 -2.98089 1.72117
O -1.36067 -0.94139 2.30468
C -2.30922 -6.40695 -0.88933
H -6.74921 -3.95134 -1.19488
C -2.10614 6.04021 -2.42819
H 8.43397 4.16662 3.08675
O 3.64956 -3.57520 2.41178
O -6.48269 -2.31548 -4.67520
C 3.94670 6.86222 1.03170
N 2.76033 1.64678 1.43574
C -6.16088 -8.30250 0.90127
H 0.90273 1.75059 2.72340
H 5.44356 1.28177 6.15938
O 2.99177 7.54912 0.38641
H 4.59540 1.32040 0.14367
H 2.77161 2.68456 1.39445
H -1.77978 -6.35417 0.06487
H 5.68962 6.70029 3.00126
O -4.33214 -6.37423 0.83532
O 7.93354 2.16279 3.34748
H 4.43973 -1.37171 0.29007
O -3.28058 -7.45187 -0.86908
O -3.14636 6.72314 -2.92890
H -3.24835 -4.04720 -4.71389
```

LUMO energy = -0.2214 Ha
E_HOMO = -12.218 eV
multiplicity = 1
total charge = +1

Here are the Mulliken charges for atoms 1 to 2, given in e: number 1, O, carries -0.542; number 2, C, carries -0.640

***

No. 2
Below is an isolated molecule of C2H2N2O3, with properties calculated with ωB97M-V with the def2-TZVPD basis set.

XYZ file:
```
9
Properties=species:S:1:pos:R:3
H 0.91319 2.36658 -0.36457
O 0.29665 -0.64250 0.71576
O 1.72721 0.86676 1.38298
N -0.68127 1.19090 -1.05107
C 0.34040 1.44617 -0.45858
H -1.73532 -2.68109 -0.46616
N -0.93874 -0.90965 0.14485
O -0.83053 -2.13632 -0.50986
C 0.90842 0.49914 0.60665
```

LUMO energy (spin up / spin down) = -0.0233 / -0.0347 Ha
E_HOMO (spin up / spin down) = -9.925 / -10.007 eV
multiplicity = 1
energy above the lowest of the compared OMol25 structures with the same formula, charge and spin = 139.1 kcal per mole

Here are the Mulliken charges for atoms 1 to 2, given in e: number 1, H, carries 0.358; number 2, O, carries -0.091

***

No. 3
Below is an isolated molecule of C6H9NO3S, with properties calculated with ωB97M-V with the def2-TZVPD basis set.

XYZ file:
```
20
Properties=species:S:1:pos:R:3
O 3.07688 0.56573 0.09651
H -0.21074 2.12617 -1.80339
N -0.79872 -1.01206 0.12073
C 0.86876 0.61752 -1.14632
C -0.64975 2.07358 0.28625
O 1.81951 -1.59189 -0.10062
C -1.48177 -0.18391 0.74290
O 1.10090 0.18584 1.47748
C -1.16465 -2.29550 -0.37814
H 3.85663 0.32654 0.53388
S 1.62749 -0.22026 0.20696
C -1.12932 1.16357 1.10957
H -2.45855 -0.51362 1.14182
H 1.28699 0.54181 -2.11089
C -0.02246 1.57589 -0.95603
H -0.46697 3.10770 0.37994
H -0.56232 -3.00027 0.19520
H -1.45287 1.49294 1.99997
H -0.99565 -2.42124 -1.45017
H -2.24339 -2.53853 -0.34564
```

LUMO energy = 0.0170 Ha
E_HOMO = -9.022 eV
multiplicity = 1
energy above the lowest of the compared OMol25 structures with the same formula, charge and spin = 90.1 kcal per mole

Here are the Mulliken charges for atoms 1 to 2, given in e: number 1, O, carries -0.521; number 2, H, carries 0.449

***

No. 4
Below is a cluster of 5 separate species, C26H57BrN6O7P in total, with properties calculated with ωB97M-V with the def2-TZVPD basis set.

XYZ file:
```
98
Properties=species:S:1:pos:R:3
H 1.37733 0.03966 3.87328
H -5.87766 6.40036 0.67775
C -3.52596 -0.58534 -6.31139
H -7.68177 4.29482 2.71424
C -5.91980 5.31357 0.57506
C -5.96304 -1.13372 -6.71178
H 4.62843 -3.09724 -2.86525
N -5.16002 4.72608 1.65710
C -0.08906 -0.27858 2.22263
H 0.45399 3.66265 5.87995
H 2.91059 -5.63176 0.52766
C 3.13639 -5.16494 -1.83103
C -5.58583 3.86095 2.61759
H -7.21005 2.74146 3.42105
O 0.63828 -7.28106 -1.21327
C 4.81724 3.07783 2.01532
H -0.41548 5.76862 4.94699
O -0.35021 1.57598 5.07829
C 1.62275 0.34745 -2.03565
H -0.11907 -4.37965 -1.02376
O 1.22930 -4.50487 -4.67098
H -0.03030 -1.09360 4.32479
C 0.69252 -4.77378 -1.73920
H 5.36158 -2.55332 -1.19139
H -3.84132 -2.22817 -4.97390
H 3.31389 -3.64002 1.77743
H -1.12681 5.43021 6.54191
H 1.49874 -3.79042 -5.30344
H 3.53584 -2.49004 -1.50883
N 5.20762 3.01653 -0.41357
H -4.18229 4.96674 1.74129
H 5.64803 4.91220 -1.11275
H 0.79797 -0.11991 -2.68057
C 0.91150 1.32086 0.39812
H 5.00273 2.54243 -1.28245
H -6.72481 -0.69793 -6.06080
N -0.47175 3.77418 5.49083
C -2.37462 2.65514 4.40445
P 0.60807 -3.66070 -3.28832
C 1.69064 -2.06759 3.22141
H 5.87760 3.03617 2.27396
O 3.87057 1.48014 0.51193
C 0.35318 -6.31942 -2.02453
H 2.37185 0.82664 -2.77957
H -0.51714 0.75719 2.51635
H -3.10235 2.98298 5.14801
H 1.65058 2.49152 -1.35001
H -7.24985 2.91084 1.65918
H -4.90734 0.68629 -6.97810
H 4.46550 4.11200 2.01985
N 2.01012 -4.54562 -1.08197
C -3.24357 -1.99169 -5.85636
H 0.00423 1.93640 0.77818
C 0.74265 -0.21166 0.85411
H -3.45870 -2.69739 -6.66231
C 4.58816 2.45776 0.66323
H 3.17337 -6.30883 -1.72185
H 1.81745 1.73746 0.97610
H 0.22145 -2.90942 1.61310
H 1.02523 -5.44871 0.68448
H -0.05812 1.79172 -1.60979
H 5.23107 -5.05344 -1.59924
H 3.13218 -4.94126 -2.95670
C 4.48084 -3.09371 -1.71179
C 1.11379 -3.21249 2.25600
N 4.40068 -4.52504 -1.29506
H 2.22638 -0.40436 -1.42887
C 0.71108 -0.83051 3.49710
C 2.31865 -3.58698 1.21394
H 6.24077 4.59728 0.53671
H 7.04852 3.84537 -0.86079
H -6.95824 4.98883 0.57624
H 1.78308 -0.67442 0.88803
H -1.02577 -0.95175 2.10633
H -2.06210 5.09908 5.06277
H -5.73665 -2.14466 -6.37930
O -0.33317 -6.59805 -3.21055
O -4.80075 3.45834 3.46683
C -1.06747 5.09172 5.50459
H -5.44945 5.02759 -0.36829
C -7.02707 3.42884 2.59444
Br -1.61048 -3.21902 -3.55812
C 6.08769 4.16362 -0.44948
H 0.85889 -4.20202 2.78128
H -6.34511 -1.16326 -7.73507
H 2.38950 -2.71885 0.47351
H -2.38582 3.32322 3.54273
H 4.25700 2.51990 2.76671
H 2.74522 -1.76312 2.85182
H 0.12900 -0.73511 0.03454
C 2.00668 -4.92576 0.36893
C -0.99806 2.61225 5.00947
O -2.65424 0.27322 -6.35230
H 1.88195 -2.57090 4.24922
C 0.98373 1.55775 -1.18859
H -2.18918 -2.08219 -5.59200
N -4.79964 -0.27500 -6.68647
H -2.65196 1.65545 4.06861
```

LUMO energy = 0.0638 Ha
E_HOMO = -4.097 eV
multiplicity = 1
total charge = -1

Here are the Mulliken charges for atoms 1 to 2, given in e: number 1, H, carries 0.139; number 2, H, carries 0.284

***

Strongest force on any atom
In order: 0.11379, 0.07342, 0.07242, 0.11977
Unit: hartree/bohr